(1)
101
Properties=species:S:1:pos:R:3:lowdin_charge:R:1 method="wB97M-V/def2-TZVPD" orbital_gap_ev=5.94 smiles="CCCCCCCCCCc1c(P(=O)(O)O)c([PH2]=S)c(ON=O)c2nsnc12.NC(N)=O.NC(N)=O.NC(N)=O.NC(N)=O.NC(N)=O.NC(N)=O"
C -2.97601 7.19611 -3.49709 -0.1532
C -2.74667 5.77955 -4.30613 -0.2602
C -4.08486 4.83764 -4.41445 -0.2286
C -3.96283 3.44252 -3.55488 -0.2214
C -4.11886 3.73644 -1.94641 -0.2064
C -4.84676 2.38061 -1.30374 -0.2205
C -3.86976 1.05306 -1.38502 -0.2177
C -3.78664 0.20167 0.01340 -0.1889
C -2.33940 -0.50598 0.31444 -0.2052
C -1.53072 -1.03098 -1.01259 -0.1557
C 0.03114 -1.30700 -0.52415 0.0012
C 1.20032 -0.11119 -0.47380 -0.1469
P 0.70484 1.63141 -1.06460 0.7469
O 1.84455 2.72239 -1.01416 -0.4117
O -0.62619 2.29016 -0.08903 -0.2301
O 0.08284 1.66812 -2.72882 -0.2108
C 2.66483 -0.58602 0.08921 -0.2524
P 4.09383 0.66496 0.26499 0.3367
S 3.72178 2.02269 1.66163 0.0780
C 3.00360 -2.15580 0.55681 -0.0865
O 4.34702 -2.49326 1.05830 -0.1212
N 5.25732 -2.53465 0.05182 -0.0315
O 6.33618 -2.39250 0.61662 0.0128
C 1.88796 -3.37066 0.47809 -0.1452
N 2.00963 -4.85139 0.81989 -0.2963
S 0.42746 -5.54288 0.47021 0.9064
N -0.48470 -4.11003 -0.06294 -0.2698
C 0.40450 -2.87189 -0.06687 -0.1244
H -2.30972 7.16793 -2.50712 0.0770
H -4.09752 7.31099 -3.11818 0.0711
H -2.71067 8.13958 -4.16952 0.0758
H -1.89742 5.14374 -3.78245 0.1057
H -2.33995 6.02410 -5.39441 0.1046
H -4.99450 5.49536 -4.00931 0.1044
H -4.34891 4.61145 -5.54623 0.1057
H -4.82768 2.69289 -3.84452 0.1106
H -2.95357 2.86887 -3.70393 0.1079
H -4.85177 4.64583 -1.71502 0.1154
H -3.09704 3.94837 -1.39725 0.1167
H -5.87591 2.15647 -1.83561 0.1097
H -5.08885 2.65068 -0.18720 0.1005
H -2.83692 1.42731 -1.80016 0.0846
H -4.32849 0.35444 -2.23702 0.1207
H -4.71192 -0.53600 0.06053 0.1183
H -3.97018 0.98456 0.89540 0.1178
H -1.63386 0.15281 1.01651 0.0833
H -2.57515 -1.47858 0.96508 0.1223
H -1.95677 -2.04913 -1.42283 0.1257
H -1.46284 -0.26279 -1.89246 0.0935
H -0.30357 2.12948 0.86289 0.0917
H 0.42828 0.88066 -3.24196 0.0463
H 5.34193 0.02742 0.70364 -0.0150
H 4.32168 1.37109 -0.99882 0.0006
N 0.31560 4.97570 0.82659 0.1771
C -0.42684 5.12797 1.93803 -0.7158
N -0.44215 6.37886 2.43268 0.1435
O -1.03710 4.20597 2.45562 0.0127
H 0.82506 5.72283 0.38573 0.1078
H 0.35407 4.04944 0.42174 0.0463
H -0.98926 6.53671 3.26893 0.1150
H 0.05383 7.15112 2.02061 0.1080
N -1.74995 -1.47773 4.88420 0.1533
C -1.72069 -0.30464 4.22640 -0.6959
N -2.11127 0.75538 4.95677 0.1625
O -1.36830 -0.20977 3.06139 0.0061
H -2.03694 -1.57582 5.84344 0.0986
H -1.46352 -2.30094 4.37076 0.1112
H -2.10400 1.65770 4.49926 0.1148
H -2.40481 0.69724 5.91731 0.0998
N 3.70060 -8.75662 -0.04983 0.1469
C 4.49789 -8.53686 1.01117 -0.7244
N 4.39809 -7.30359 1.53912 0.1586
O 5.25072 -9.38746 1.45854 0.0205
H 3.07402 -8.06882 -0.43254 0.0956
H 3.74478 -9.67240 -0.47731 0.1070
H 4.98134 -7.09671 2.33949 0.1148
H 3.78405 -6.58974 1.18480 0.0509
N 1.07874 -11.02027 0.15288 0.1543
C -0.09302 -10.67802 -0.41240 -0.7233
N -0.85586 -11.71928 -0.79119 0.1490
O -0.43620 -9.51691 -0.56886 0.0069
H 1.37871 -11.97066 0.29034 0.1021
H 1.68317 -10.26642 0.45244 0.0828
H -1.74634 -11.50543 -1.22116 0.1133
H -0.59048 -12.68221 -0.67071 0.0985
N 3.82164 -1.42877 -3.00683 0.1694
C 2.70142 -1.58729 -3.73463 -0.6970
N 2.66307 -2.71828 -4.46198 0.1609
O 1.79348 -0.77117 -3.73495 0.0141
H 4.57999 -2.08971 -2.99347 0.1006
H 3.89094 -0.59054 -2.44477 0.0712
H 1.83703 -2.87635 -5.02432 0.1157
H 3.40073 -3.40228 -4.47473 0.1019
N 3.01118 7.65742 6.21646 0.1450
C 1.89096 7.49889 5.48867 -0.7250
N 1.85261 6.36791 4.76132 0.1596
O 0.98302 8.31502 5.48834 0.0130
H 3.76953 6.99648 6.22982 0.0968
H 3.08048 8.49565 6.77852 0.1108
H 1.02657 6.20984 4.19897 0.0704
H 2.59027 5.68390 4.74857 0.1020

=====

(2)
35
Properties=species:S:1:pos:R:3:lowdin_charge:R:1 method="wB97M-V/def2-TZVPD" orbital_gap_ev="4.63 / 4.75" charge=+2
I -1.34021 -2.45261 -0.82309 0.5662
I -1.54667 1.11768 -0.76609 0.5595
La 1.29479 -0.47133 -0.05879 0.9049
P 0.44948 -0.64599 -2.95444 0.4641
C -1.17001 -0.57134 -3.79777 -0.3368
C 1.21051 0.88097 -3.67397 -0.2622
H 2.29680 -2.17432 -3.48932 0.0549
H 1.35764 -1.61817 -4.96022 0.0651
H 0.68264 -2.88333 -3.81529 0.0514
C 1.29529 -1.97331 -3.91595 -0.2521
H 2.18360 1.08457 -3.18884 0.0466
H 1.32135 0.68226 -4.75379 0.0660
H -0.99219 -0.49778 -4.88845 0.0798
H -1.69618 0.30283 -3.38034 -0.0334
H 0.54034 1.73063 -3.47321 0.0414
H -1.72645 -1.47120 -3.49791 -0.0044
C -3.82286 -0.95126 -0.79761 -0.2938
O -4.94770 -0.88383 -0.86914 0.1096
Cl 3.85167 -0.70396 -0.41788 -0.2269
C -2.38180 0.07802 3.17974 -0.0148
N -1.05863 0.71202 3.24205 -0.1181
C -0.76465 1.95479 3.78639 0.0035
C 0.58480 2.08736 3.78609 -0.0089
N 1.13095 0.93912 3.22727 -0.1322
C 2.56191 0.59922 3.26106 -0.0205
C 0.10873 0.02877 3.00072 -0.7214
Se 0.23872 -1.71380 2.39766 0.5890
H -2.79800 0.11216 2.16449 0.0639
H -3.04943 0.59034 3.88216 0.1139
H -2.28348 -0.97051 3.48529 0.0791
H -1.54079 2.60959 4.15681 0.1463
H 1.20534 2.88626 4.14576 0.1431
H 3.10907 1.20078 2.52879 0.0953
H 2.96848 0.84672 4.24816 0.1190
H 2.72694 -0.46135 3.02965 0.0634

=====

(3)
18
Properties=species:S:1:pos:R:3:lowdin_charge:R:1 method="wB97M-V/def2-TZVPD" orbital_gap_ev=9.19
C 0.59401 0.57350 -0.36613 -0.5978
N 1.96439 0.17535 -0.46602 0.0895
N 0.18912 1.09509 -1.64962 0.0712
O 0.46750 1.51449 0.69423 -0.0352
H 1.22660 2.11468 0.63398 0.0958
H -0.34850 -0.61782 -0.76624 0.1005
H 2.24339 -0.36775 0.34495 0.0778
H -0.76822 1.42164 -1.62265 0.0855
H 0.80490 1.84857 -1.94883 0.0845
H 2.12334 -0.36664 -1.30608 0.0867
C -1.56384 -0.34474 1.44094 -0.0047
C -0.33314 -0.91385 0.82776 -0.4110
O -1.05810 -1.56198 -0.82991 -0.1028
O 0.52080 -1.60127 1.27826 0.1031
H -0.49092 -2.31110 -1.05598 0.0697
H -2.12618 -1.17116 1.87974 0.1013
H -2.17181 0.15494 0.69320 0.0910
H -1.27333 0.35802 2.21839 0.0948

=====

(4)
26
Properties=species:S:1:pos:R:3:lowdin_charge:R:1 method="wB97M-V/def2-TZVPD" orbital_gap_ev=9.70 smiles=CC1(C)[C@@H](CC#[N+][O-])CC[C@@H]1Br
C -0.96865 1.92746 0.50573 -0.0070
C -0.36842 0.47808 0.63851 -0.5030
C -0.69815 -0.20687 2.02560 -0.0401
C -0.94083 -0.60748 -0.27151 -0.2642
C -0.93181 -0.07264 -1.76695 -0.0834
C 0.45122 0.22851 -2.05898 -0.0482
N 1.43962 0.18650 -2.71261 -0.0783
O 2.50592 0.36829 -3.32349 -0.0174
C 0.06329 -1.73417 -0.08246 -0.1508
C 1.40501 -1.01704 0.21360 -0.2238
C 1.09250 0.41070 0.41257 -0.7233
Br 2.24397 1.14574 1.78786 0.7651
H -2.01358 1.95346 0.85013 0.0950
H -1.06210 2.45366 -0.39500 0.0538
H -0.44748 2.63721 1.10275 0.0638
H -0.15119 0.38199 2.69373 0.0285
H -0.31059 -1.20976 2.22590 0.0931
H -1.64744 -0.27429 2.35488 0.0515
H -2.00546 -0.74358 0.16142 0.1743
H -1.47006 -0.82457 -2.52310 0.1737
H -1.38934 0.91898 -1.80307 0.1022
H 0.12109 -2.48837 -0.89133 0.1238
H -0.21214 -2.46704 0.70160 0.1121
H 1.67045 -1.42246 1.16019 0.0821
H 2.23376 -1.03389 -0.53948 0.1366
H 1.39043 1.01157 -0.46648 0.0841

=====

(5)
29
Properties=species:S:1:pos:R:3:lowdin_charge:R:1 method="wB97M-V/def2-TZVPD" orbital_gap_ev=9.54 smiles=CCc1c[nH]cn1.CC(C)C
C -1.49707 2.38741 -0.25082 -0.0972
C -0.32014 2.42667 -1.25099 -0.1919
C 0.83502 1.58975 -0.79771 -0.3314
C 1.07111 0.29597 -1.13500 -0.0753
N 2.18616 -0.09054 -0.38180 0.0476
C 2.45404 0.96864 0.43309 -0.2117
N 1.69784 1.99384 0.19869 0.1115
H -2.12804 1.50368 -0.37790 0.0574
H -2.11316 3.26684 -0.40380 0.0626
H -1.13823 2.33766 0.77993 0.0718
H -0.68378 1.96600 -2.17577 0.1053
H -0.03881 3.46540 -1.41094 0.1050
H 0.68549 -0.34059 -1.90787 0.1151
H 2.23009 -1.03183 -0.00310 0.1163
H 3.25132 0.94933 1.16007 0.1155
C -1.95595 -1.90985 1.98163 -0.0934
C -1.16311 -1.79465 0.70179 -0.4834
C 0.12622 -2.63310 0.66955 -0.0840
C -2.03886 -1.96894 -0.56227 -0.0687
H -2.37955 -2.91202 2.05880 0.0788
H -2.72936 -1.15044 2.09170 0.0795
H -1.33457 -1.91792 2.87152 0.0723
H -0.79285 -0.77804 0.63491 0.0919
H -0.07854 -3.63928 1.04726 0.0820
H 0.38948 -2.75919 -0.38327 0.0669
H 0.95029 -2.13919 1.17202 0.0580
H -3.08421 -1.98152 -0.22931 0.0719
H -2.00228 -1.05507 -1.15310 0.0563
H -1.80147 -2.82144 -1.19238 0.0715

=====

(6)
10
Properties=species:S:1:pos:R:3:lowdin_charge:R:1 method="wB97M-V/def2-TZVPD" orbital_gap_ev=8.96 smiles="ONC(=S)NS"
O -0.72348 1.64174 -0.27258 -0.0835
N 0.31639 1.00420 0.46772 -0.0630
C 0.75714 -0.13143 -0.03392 -1.0847
S 2.31014 -0.74258 0.01139 0.6281
N -0.17904 -0.95703 -0.49974 -0.4199
S -1.87251 -1.02241 0.06406 0.6736
H -0.46463 1.42292 -1.19760 0.1086
H 1.21324 1.54953 0.29658 0.1401
H 0.21224 -1.98274 -0.44079 0.0993
H -1.56949 -0.78219 1.60488 0.0014

=====

(7)
91
Properties=species:S:1:pos:R:3:mulliken_spin:R:1 method="wB97M-V/def2-TZVPD" orbital_gap_ev="7.06 / 7.32" charge=+1 spin_multiplicity=2 s_squared=0.761
Cr 2.18091 1.35411 -0.07321 1.0127
O 4.40065 -1.06985 1.58985 -0.0003
C 3.52811 -1.01236 0.75479 -0.0006
O 2.49351 -0.17830 0.85713 0.0551
C 3.44862 -1.88286 -0.44995 0.0048
C 3.76846 -3.22920 -0.31939 0.0000
C 3.57773 -4.10243 -1.37864 -0.0015
C 3.07339 -3.61717 -2.57945 0.0015
C 2.78001 -2.26918 -2.72730 0.0001
C 2.97149 -1.38716 -1.66763 0.0050
S 2.70217 0.33088 -2.03893 -0.0588
H 4.16511 -3.57691 0.62754 -0.0006
H 3.81763 -5.15294 -1.26968 -0.0001
H 2.90398 -4.29228 -3.41003 0.0000
H 2.40752 -1.89182 -3.67251 0.0007
C -4.78547 -6.00216 0.63132 0.0000
C -3.78015 -4.91132 0.36760 0.0000
C -4.19529 -3.59342 0.16098 0.0000
C -3.28446 -2.59054 -0.11942 0.0000
C -1.93526 -2.91312 -0.18587 0.0001
C -1.49337 -4.21304 -0.00056 0.0000
C -2.42267 -5.20395 0.28873 0.0000
S -0.76957 -1.64367 -0.59193 -0.0006
O -1.45584 -0.65296 -1.47404 -0.0006
C -0.61260 -0.93143 1.05637 -0.0050
C 0.10949 -1.75429 1.95833 -0.0006
C 0.34231 -1.33894 3.22420 0.0013
C -0.09435 -0.05783 3.65231 0.0011
C 0.17490 0.40607 4.96395 -0.0007
C -0.23978 1.64131 5.36629 0.0000
C -0.94321 2.47747 4.46760 0.0002
C -1.22219 2.05506 3.20037 0.0000
C -0.80695 0.76931 2.75807 0.0028
C -1.09399 0.29690 1.43139 -0.0045
C -2.01226 1.17277 0.60856 0.0105
C -3.39240 1.18901 0.95516 0.0003
C -3.91456 0.28030 1.91824 -0.0003
C -5.24588 0.26505 2.20131 0.0001
C -6.12768 1.16704 1.55448 -0.0002
C -5.65296 2.05389 0.63573 0.0003
C -4.27387 2.08321 0.30531 -0.0002
C -3.76809 2.98448 -0.67277 0.0001
C -2.45792 2.95590 -1.02137 -0.0037
C -1.59959 2.03716 -0.36579 0.0011
S 0.02813 1.86158 -0.91459 -0.0289
O 0.99565 2.87691 -0.18239 -0.0029
C -0.01656 2.35629 -2.60463 -0.0009
C 0.89339 3.30955 -3.03599 -0.0045
C 0.94108 3.60828 -4.39011 -0.0005
C 0.11344 2.96251 -5.30289 -0.0008
C 0.16995 3.30377 -6.76875 0.0000
C -0.78533 2.00388 -4.82781 0.0007
C -0.86030 1.68603 -3.48489 -0.0004
H -5.64965 -5.62419 1.17803 0.0000
H -4.34362 -6.81591 1.20574 0.0000
H -5.15136 -6.42184 -0.30823 0.0000
H -5.25225 -3.35377 0.21673 0.0000
H -3.60793 -1.57070 -0.29333 -0.0001
H -0.43855 -4.45477 -0.08573 0.0000
H -2.08709 -6.22318 0.44354 0.0000
H 0.48256 -2.71734 1.62052 0.0009
H 0.88610 -1.97003 3.91850 0.0001
H 0.71725 -0.24359 5.64158 0.0000
H -0.03439 1.98427 6.37282 0.0000
H -1.26072 3.46278 4.78615 0.0000
H -1.75652 2.71202 2.52338 -0.0001
H -3.24484 -0.41065 2.41481 0.0000
H -5.63430 -0.43935 2.92542 0.0000
H -7.18329 1.14916 1.79554 0.0000
H -6.32173 2.74769 0.14076 0.0000
H -4.44072 3.69299 -1.14203 0.0000
H -2.07161 3.63104 -1.77333 0.0006
H 1.54204 3.82204 -2.33943 -0.0007
H 1.64287 4.35697 -4.73980 -0.0001
H 1.16076 3.65344 -7.05691 0.0000
H -0.54105 4.09874 -7.00408 -0.0001
H -0.08536 2.44292 -7.38602 0.0000
H -1.43602 1.48942 -5.52617 0.0000
H -1.54009 0.92392 -3.12706 0.0002
C 6.60471 1.92252 0.04570 0.0004
N 5.92364 1.80632 1.33839 0.0065
C 6.68782 1.32121 2.49186 -0.0013
C 4.62427 1.83750 1.40979 0.0053
O 3.90576 2.08185 0.39867 0.0069
H 7.61412 2.28239 0.22269 -0.0001
H 6.07225 2.61731 -0.59329 0.0002
H 6.64274 0.94738 -0.44143 0.0003
H 7.65877 1.80803 2.49926 0.0001
H 6.81561 0.24138 2.42680 0.0003
H 6.16385 1.56925 3.41081 0.0002
H 4.19090 1.62317 2.38431 -0.0010

=====

(8)
15
Properties=species:S:1:pos:R:3:lowdin_charge:R:1 method="wB97M-V/def2-TZVPD" orbital_gap_ev=5.37 charge=-1 smiles="C[C@@H]1C=CCN1[O-]"
C -1.14880 1.24713 -0.22062 -0.0970
C 0.31142 0.83828 0.05929 -0.4017
C 0.62967 -0.30013 -0.88279 -0.1319
C 0.95125 -1.40680 -0.21929 -0.1438
C 0.77364 -1.27362 1.31146 -0.1152
N 0.22448 0.34822 1.46259 -0.3062
O 1.15767 0.89591 2.18567 -0.4049
H -1.26641 2.11910 -0.75134 0.0116
H -1.54015 1.41306 0.78231 0.0549
H -1.77644 0.36817 -0.61021 0.0923
H 1.09427 1.64083 -0.08835 0.1380
H 0.65625 -0.09729 -2.02293 0.1122
H 1.24300 -2.35386 -0.62074 0.0543
H -0.01698 -2.00926 1.62886 0.0784
H 1.69245 -1.21308 1.87601 0.0590

=====

Number 1: strongest force on any atom 6.03 eV/Å. Number 2: strongest force on any atom 2.38 eV/Å. Number 3: strongest force on any atom 2.15 eV/Å. Number 4: strongest force on any atom 5.02 eV/Å. Number 5: strongest force on any atom 1.28 eV/Å. Number 6: strongest force on any atom 4.99 eV/Å. Number 7: strongest force on any atom 1.03 eV/Å. Number 8: strongest force on any atom 4.00 eV/Å.